[1]
11
Properties=species:S:1:pos:R:3 method="wB97M-V/def2-TZVPD" largest_force_ha_per_bohr=0.1039 e_homo_ha=-0.3646 spin_multiplicity=1 e_above_lowest_kcal_mol=87.98 e_lumo_ev=0.9 total_energy_ev=-10000.6481 orbital_gap_ev=10.81
F 1.463 1.161 -0.898
H 1.460 -2.289 -0.243
C 0.963 -0.019 -0.627
H -1.407 1.690 0.287
C 1.559 -1.312 -0.903
H 2.561 -1.334 -1.457
C -1.254 0.599 0.438
H -1.314 -0.038 -0.521
H -1.952 0.144 1.182
O 0.339 -0.780 -1.529
O -0.003 0.150 0.867

[2]
112
Properties=species:S:1:pos:R:3 method="wB97M-V/def2-TZVPD" largest_force_ha_per_bohr=0.0112 e_homo_ha=-0.3600 charge=+1 spin_multiplicity=1 e_above_lowest_kcal_mol=0.00 e_lumo_ev=-2.7 total_energy_ev=-128729.4699 orbital_gap_ev=7.06
C 3.999 4.245 -3.929
H 4.589 4.461 -4.821
C -1.036 -3.524 0.684
C 0.627 0.503 -5.215
H 3.900 4.923 -1.107
H 2.336 -3.187 -1.039
H 2.671 5.710 0.773
H 1.306 -4.596 -0.677
H 6.255 -0.316 -1.360
C 3.502 3.927 -0.959
H 8.441 -1.972 0.367
N 2.171 -0.602 -1.999
H 1.123 4.862 1.000
N -1.703 -0.061 1.711
C -0.685 -2.974 -2.080
H -4.358 -0.302 0.105
C -2.267 -0.339 2.964
H -3.269 1.071 -2.130
C -3.184 1.757 2.155
C 7.373 -2.102 0.544
C 2.208 4.757 1.020
H 3.988 -4.963 -4.568
C 6.705 -0.732 0.724
C -2.174 -2.608 -2.041
N 3.031 -0.730 0.497
C 1.315 -0.025 -2.839
H 3.964 -2.454 4.570
C -2.213 1.078 1.233
C 1.497 -0.217 -4.235
N 3.117 -1.468 -2.356
H -1.951 -2.989 0.928
H -1.281 -4.492 0.241
C 3.358 -4.143 -4.223
C 1.560 -3.575 -0.384
N 3.416 1.674 -1.683
H 3.013 3.902 -4.250
H 5.361 1.117 -3.367
P 0.044 -2.568 -0.443
H -2.905 1.227 4.276
C 5.237 -0.950 1.054
C 7.383 0.010 1.884
C 3.107 -2.194 3.951
O -2.045 -1.331 3.603
H 2.578 -3.981 -4.971
H 1.934 -3.592 0.638
H 3.929 1.547 -4.297
H 5.515 2.158 -4.792
C 6.076 3.705 -2.640
S 0.028 0.913 -2.170
H -4.218 0.354 3.506
H 7.258 -2.725 1.433
C 2.643 3.696 0.062
B 2.027 -0.065 -0.508
H 5.628 -1.824 3.004
H 6.949 -2.638 -0.304
H -0.502 -3.675 1.620
C -3.120 0.062 -2.512
H -0.389 0.104 -5.188
H 2.476 4.484 2.042
H 3.872 5.183 -3.388
H -2.802 2.746 2.407
H -2.607 -2.567 -3.043
H 5.747 -3.249 -5.469
C 3.853 2.887 -1.862
N 2.560 1.440 -0.673
C 2.466 -1.098 -4.603
H 1.016 0.396 -6.226
H 2.879 -4.450 -3.291
H 2.633 -1.304 -5.652
C 3.559 -1.643 2.637
C 4.888 1.919 -3.932
C 5.225 -3.136 -2.905
H -4.074 -0.351 -2.844
N 4.341 -0.583 0.186
P -2.435 -0.987 -1.192
C 4.862 -1.517 2.303
H -3.740 -1.851 0.696
H 5.802 -4.029 -3.152
C 2.595 -1.190 1.676
H 5.986 4.627 -2.064
C 4.205 -2.879 -4.010
H 7.472 -0.604 2.780
H 8.394 0.294 1.588
H 5.393 -1.536 -5.254
H -0.155 -2.399 -2.845
C -3.232 0.785 3.336
H -4.698 -1.778 -0.800
H 6.693 3.920 -3.512
C 4.706 3.176 -3.086
H -2.430 0.116 -3.351
H 0.554 1.562 -4.967
H 6.599 2.972 -2.027
H 2.487 -3.080 3.807
Ti -0.239 -0.060 0.133
H 6.842 0.922 2.144
C 6.852 0.093 -0.549
S 0.866 1.974 1.255
H 6.518 1.118 -0.384
C 2.106 2.372 0.160
H 4.746 -3.287 -1.939
H 7.900 0.117 -0.849
H -4.141 1.898 1.651
C 4.944 -2.529 -5.306
C -3.946 -1.265 -0.198
H 2.488 -1.468 4.479
H 5.918 -2.301 -2.809
H -2.725 -3.369 -1.485
O -1.813 1.464 0.109
C 3.248 -1.760 -3.629
H 4.294 -2.572 -6.181
S 0.940 -1.205 2.066
H -0.543 -4.034 -2.307

[3]
24
Properties=species:S:1:pos:R:3 method="wB97M-V/def2-TZVPD" largest_force_ha_per_bohr=0.0269 e_homo_ha="-0.4889 / -0.4889" charge=+1 spin_multiplicity=2 e_above_lowest_kcal_mol=0.00 e_lumo_ev="-3.5 / -8.4" total_energy_ev=-21376.3724 orbital_gap_ev="9.80 / 4.95"
O 6.229 -1.128 1.841
H -2.089 -1.421 0.723
H -7.486 1.321 -0.655
C -1.119 1.124 -0.371
H -6.401 0.361 -1.176
H -0.544 1.455 1.757
H 5.985 -2.597 -0.836
O -7.340 0.563 -1.227
H -2.157 0.957 -0.104
H -1.037 -2.766 1.074
H 5.613 -1.811 2.117
H -0.800 -1.831 -0.401
H 6.113 -1.042 0.886
C -1.062 -1.765 0.652
H -1.523 3.270 -0.496
H -1.008 2.521 -2.058
H 0.137 2.836 -0.837
C -0.229 0.905 0.852
H -0.931 0.320 -1.075
C -0.911 2.499 -0.969
H 0.758 1.320 0.622
O 5.282 -1.947 -0.927
H 4.449 -2.424 -0.880
S 0.070 -0.720 1.488

[4]
14
Properties=species:S:1:pos:R:3 method="wB97M-V/def2-TZVPD" largest_force_ha_per_bohr=0.0707 e_homo_ha=-0.2671 spin_multiplicity=1 smiles="CC1=C(C)S1.O=C=S" e_above_lowest_kcal_mol=47.51 e_lumo_ev=0.6 total_energy_ev=-28997.8955 orbital_gap_ev=7.88
C -1.443 2.584 3.152
C -0.104 1.049 -2.487
H -0.309 0.076 -2.814
O -0.697 2.313 4.011
H 0.431 0.609 2.314
H 0.549 -0.828 1.308
H -0.692 1.843 -2.766
C 0.007 0.044 1.517
S 0.832 2.485 -0.087
C 0.040 0.877 0.232
H 0.890 1.315 -2.864
S -2.274 3.151 1.948
C 0.117 1.104 -1.032
H -0.951 -0.251 1.851

[5]
38
Properties=species:S:1:pos:R:3 method="wB97M-V/def2-TZVPD" largest_force_ha_per_bohr=0.0792 e_homo_ha=-0.2599 spin_multiplicity=1 smiles="C/C=[Si](/NC)C(C)(C)C.C=C(C)C" e_above_lowest_kcal_mol=99.21 e_lumo_ev=0.7 total_energy_ev=-21176.0414 orbital_gap_ev=7.77
H -1.611 -2.133 1.794
H 2.349 0.043 -0.110
H -2.234 2.492 -2.128
H -0.367 -2.790 -0.025
C -1.226 0.947 3.096
Si -0.610 -0.360 -0.703
C 0.591 2.167 2.044
C -1.759 1.013 -0.654
H 1.211 -0.324 1.563
C 1.307 -2.218 -1.851
H -2.685 -1.251 0.823
H 0.069 -1.092 2.687
H 1.440 -2.689 -0.917
C 0.758 -0.167 -3.208
H 0.411 -2.747 -2.284
H -1.584 0.041 3.678
H -1.530 3.199 -0.814
C 2.210 0.091 -1.185
H 0.628 1.960 1.010
C 0.933 -0.683 -1.667
H -2.243 1.192 0.268
H -0.415 2.192 -1.675
H 2.923 -0.217 -1.897
C -1.417 2.321 -1.444
H 1.648 2.281 2.413
H 2.175 -2.209 -2.555
N -1.105 -1.965 -0.116
C -2.097 -2.095 0.883
H 1.920 1.167 -1.244
C 0.833 -0.332 2.623
H -1.722 1.830 2.997
H 0.192 -0.993 -3.735
H 0.310 0.791 -3.134
H 1.718 -0.293 -3.651
H 1.604 -0.370 3.342
H -2.681 -2.958 0.864
H 0.008 3.200 2.241
C 0.047 0.959 2.668

[6]
19
Properties=species:S:1:pos:R:3 method="wB97M-V/def2-TZVPD" largest_force_ha_per_bohr=0.0799 e_homo_ha=-0.3321 spin_multiplicity=1 smiles=NC[C@@H](N)CCS e_above_lowest_kcal_mol=30.45 e_lumo_ev=0.8 total_energy_ev=-18156.6983 orbital_gap_ev=9.81
N -0.137 2.282 -1.318
H 1.459 1.030 -0.099
H -0.305 -2.171 -0.213
H -1.190 -0.481 1.795
C 0.288 1.141 -0.304
C -0.320 -1.138 1.664
C -0.293 -0.195 -0.689
S 1.066 -0.528 2.746
H 1.361 -1.333 0.113
H -0.374 3.097 -0.682
H 0.490 0.124 -2.507
H -0.062 1.332 0.735
H -1.048 1.860 -1.557
C 0.248 -1.331 0.245
N -0.042 -0.553 -2.113
H 0.554 0.694 2.879
H -0.717 -2.184 1.980
H -1.371 -0.154 -0.482
H 0.392 -1.492 -2.195